# 1
The molecule C7H11N at a distorted geometry, computed with ωB97M-V with the def2-TZVPD basis set.

```
19
Properties=species:S:1:pos:R:3:mulliken_charge:R:1
C -3.24539 1.15101 0.08691 0.154
C -2.14775 0.66218 -0.03233 -1.018
C -0.89193 -0.31002 -0.09858 0.785
C -1.26671 -1.73350 -0.34041 -1.414
C 0.26222 0.25795 0.15344 0.604
C 0.57400 1.68409 0.43153 -1.510
C 1.49668 -0.78414 0.00521 -0.666
N 2.79357 -0.22042 -0.21691 -0.598
H -4.19185 1.61160 0.11373 0.471
H -2.34878 -1.80958 -0.43267 0.367
H -0.81949 -2.09415 -1.26781 0.337
H -0.93305 -2.37148 0.47844 0.319
H 1.16649 2.12049 -0.37482 0.294
H -0.35844 2.23805 0.52351 0.366
H 1.13981 1.78150 1.35983 0.308
H 1.50881 -1.32901 0.95394 0.313
H 1.33892 -1.52961 -0.77933 0.383
H 2.83888 0.27986 -1.09659 0.237
H 3.08399 0.39518 0.53291 0.270
```

Properties
* HOMO level: -8.83 eV
* charge: 0
* Kohn-Sham gap: 9.79 eV
* E_tot: -8924.5942 eV
* maximum force: 5.32 eV Å⁻¹
* structure (SMILES): C#C/C(C)=C(\C)CN

=====

# 2
The molecule C7H9NS at a distorted geometry, computed with ωB97M-V with the def2-TZVPD basis set.

```
18
Properties=species:S:1:pos:R:3:mulliken_charge:R:1
C -2.20245 1.95919 -0.06617 -0.950
C -1.45551 0.87447 0.18550 0.532
S -2.08086 -0.70081 0.09098 -0.219
C -0.44262 -1.40479 -0.02470 0.843
C -0.25518 -2.68003 -0.20943 -1.149
N 0.51937 -0.49638 0.13118 0.017
C 1.94831 -0.84929 0.01447 -0.916
C 0.00793 0.83484 0.16938 0.734
C 0.75190 1.93126 0.26381 -1.361
H -3.28697 1.79411 -0.19834 0.241
H -1.97890 2.99106 0.10764 0.248
H -1.08890 -3.36538 -0.18150 0.234
H 0.57809 -3.13345 -0.63649 0.300
H 2.47310 -0.83839 1.03481 0.248
H 2.00975 -1.69111 -0.64851 0.345
H 2.35263 0.05408 -0.49709 0.291
H 1.77353 1.81283 0.08950 0.273
H 0.37678 2.90777 0.37495 0.290
```

Properties
* HOMO level: -7.77 eV
* charge: 0
* Kohn-Sham gap: 8.39 eV
* E_tot: -19727.7968 eV
* maximum force: 3.07 eV Å⁻¹
* structure (SMILES): C=C1SC(=C)N(C)C1=C

=====

# 3
The ion C4H6N3O2S with charge -1 at a distorted geometry, computed with ωB97M-V with the def2-TZVPD basis set.

```
16
Properties=species:S:1:pos:R:3:mulliken_charge:R:1
C -0.73829 1.63297 0.09196 -0.896
N -0.21032 0.42097 0.75573 0.410
C 0.71982 0.69551 1.87286 -0.871
N 0.04538 -0.74255 0.09793 -0.447
S 1.79268 -0.73170 -1.22940 -0.265
C 0.67888 -1.89513 -2.14366 0.558
O 1.06139 -2.37341 -3.16601 -0.600
N -0.49948 -2.13126 -1.60705 -0.728
C -0.91955 -1.45805 -0.56062 0.678
O -2.02317 -1.50228 -0.03301 -0.676
H -1.46482 2.21002 0.69676 0.292
H 0.09161 2.33551 -0.32582 0.258
H -1.22032 1.29544 -0.76661 0.372
H 0.65205 -0.20611 2.37236 0.329
H 1.68061 0.89451 1.46552 0.307
H 0.35352 1.55554 2.47907 0.280
```

Properties
* HOMO level: -4.55 eV
* charge: -1
* Kohn-Sham gap: 7.82 eV
* E_tot: -23645.4035 eV
* maximum force: 5.47 eV Å⁻¹
* structure (SMILES): CN(C)n1sc([O-])nc1=O

=====

# 4
The molecule C3H5N3OS at a distorted geometry, computed with ωB97M-V with the def2-TZVPD basis set.

```
13
Properties=species:S:1:pos:R:3:mulliken_charge:R:1
O -2.36712 -1.20436 -0.11715 -0.359
N -1.97311 0.09708 -0.26403 -0.578
C -0.71715 0.22234 -0.13152 0.469
C 0.32033 -0.80803 0.17952 -0.368
C 1.66862 -0.06066 -0.08875 0.073
S 3.12540 -0.75661 -0.17874 -0.362
N 1.30481 1.21554 -0.10146 0.018
N -0.09911 1.47231 -0.11764 -0.429
H -3.29762 -1.23772 -0.41014 0.368
H 0.31350 -1.08672 1.19986 0.300
H 0.18638 -1.76673 -0.35812 0.340
H 1.93406 1.96458 -0.31090 0.234
H -0.39899 1.94898 0.69905 0.293
```

Properties
* HOMO level: -8.56 eV
* charge: 0
* Kohn-Sham gap: 9.18 eV
* E_tot: -20542.4294 eV
* maximum force: 2.42 eV Å⁻¹
* structure (SMILES): O/N=C1\CC(=S)NN1

=====

# 5
A structure of composition C4H10O2 at a distorted geometry, computed with ωB97M-V with the def2-TZVPD basis set.

```
16
Properties=species:S:1:pos:R:3:mulliken_charge:R:1
C 0.60856 1.43972 -1.89363 -0.844
C 0.16733 -0.02526 -1.29715 -0.397
C 0.11592 -1.08210 0.83655 -0.586
C -0.38638 -0.54656 2.17947 -0.252
H 0.23521 1.40206 -3.09325 0.267
H 0.04675 2.48189 -1.20277 0.214
H 1.74351 1.56059 -1.67016 0.259
H 0.91882 -0.87478 -1.60798 0.282
H -0.78471 -0.39844 -1.78545 0.297
H 1.10464 -1.48366 0.79798 0.404
H -0.42820 -1.97659 0.43769 0.335
H 0.42956 0.24707 2.35856 0.185
H -0.41851 -1.30323 2.95070 0.341
H -1.78529 0.44132 0.96741 0.377
O 0.07844 0.13119 0.03854 -0.327
O -1.64566 -0.01323 1.98349 -0.553
```

Properties
* HOMO level: -9.92 eV
* charge: 0
* Kohn-Sham gap: 10.86 eV
* E_tot: -8401.7737 eV
* maximum force: 4.98 eV Å⁻¹

=====

Repeat the fifth record exactly.
A structure of composition C4H10O2 at a distorted geometry, computed with ωB97M-V with the def2-TZVPD basis set.

```
16
Properties=species:S:1:pos:R:3:mulliken_charge:R:1
C 0.60856 1.43972 -1.89363 -0.844
C 0.16733 -0.02526 -1.29715 -0.397
C 0.11592 -1.08210 0.83655 -0.586
C -0.38638 -0.54656 2.17947 -0.252
H 0.23521 1.40206 -3.09325 0.267
H 0.04675 2.48189 -1.20277 0.214
H 1.74351 1.56059 -1.67016 0.259
H 0.91882 -0.87478 -1.60798 0.282
H -0.78471 -0.39844 -1.78545 0.297
H 1.10464 -1.48366 0.79798 0.404
H -0.42820 -1.97659 0.43769 0.335
H 0.42956 0.24707 2.35856 0.185
H -0.41851 -1.30323 2.95070 0.341
H -1.78529 0.44132 0.96741 0.377
O 0.07844 0.13119 0.03854 -0.327
O -1.64566 -0.01323 1.98349 -0.553
```

Properties
* HOMO level: -9.92 eV
* charge: 0
* Kohn-Sham gap: 10.86 eV
* E_tot: -8401.7737 eV
* maximum force: 4.98 eV Å⁻¹